Entry 1:
{"formula": "CH10Ni3O8", "method": "ωB97M-V/def2-TZVPD", "gap_ha": [0.218, 0.097], "spin_multiplicity": 7, "e_homo_ev": [-22.88, -22.00], "charge": 4, "symbols": ["Ni", "Ni", "Ni", "C", "O", "O", "O", "O", "H", "H", "O", "H", "H", "O", "H", "H", "O", "H", "H", "O", "H", "H"], "xyz": [[0.037297, 1.030333, -3.863300], [-1.021838, 3.222279, 0.596237], [1.270697, 0.549657, 1.906058], [0.568775, 0.836799, -0.573144], [0.097848, 1.522129, 0.339517], [1.340923, 0.013241, -0.041889], [0.296239, 0.877968, -1.816110], [-2.601638, 2.221357, 1.381753], [-2.804640, 1.285925, 1.381375], [-3.424993, 2.645515, 1.623440], [0.698330, -2.431462, -1.016407], [0.560999, -3.072297, -0.318762], [1.032493, -1.655247, -0.566886], [-1.998873, -1.654307, -1.279938], [-1.044137, -1.592192, -1.309131], [-2.204197, -2.437018, -1.791249], [-0.490809, -0.427851, 2.475646], [-1.311381, -0.408779, 1.983166], [-0.730288, -0.794165, 3.326932], [4.132090, -0.130895, -0.578772], [4.412606, 0.580615, -1.154359], [3.184498, -0.181604, -0.704177]], "forces_ev_per_a": [[0.277, -0.365, 0.673], [-0.386, -1.625, -0.071], [-0.719, -1.122, -1.334], [0.901, -2.218, -5.647], [-4.093, 6.555, 4.460], [2.354, -2.306, 1.146], [-0.095, 0.605, 1.401], [1.269, 0.895, -0.395], [-0.017, -0.581, -0.297], [-0.899, 0.741, 0.329], [-0.901, 0.261, -0.513], [0.051, -0.945, 0.242], [0.626, 0.243, 0.146], [-0.409, 0.913, 0.544], [1.197, -0.333, -0.316], [-0.502, -0.867, -0.482], [1.065, 0.804, -0.405], [-0.145, -0.216, -0.431], [0.151, -0.461, 1.009], [-0.296, 0.003, 0.531], [0.603, 0.264, -0.303], [-0.031, -0.245, -0.287]], "mulliken_spin": [1.387, 1.863, 1.776, 0.006, 0.124, 0.143, 0.024, 0.045, 0.000, 0.002, 0.186, -0.004, -0.014, 0.360, -0.016, -0.008, 0.031, 0.000, 0.002, 0.102, -0.003, -0.006]}

---

Entry 2:
{"formula": "CH11MnO8", "method": "ωB97M-V/def2-TZVPD", "gap_ha": [0.307, 0.317], "spin_multiplicity": 6, "e_homo_ev": [-11.99, -12.26], "de_lowest_kcal_mol": 14.00, "charge": 1, "symbols": ["Mn", "C", "O", "O", "O", "H", "O", "H", "H", "O", "H", "H", "O", "H", "H", "O", "H", "H", "O", "H", "H"], "xyz": [[0.075429, 0.061095, -0.019333], [-0.405571, -1.985905, 1.540667], [-1.281571, -1.321905, 0.936667], [-0.613571, -3.268905, 1.833667], [0.681429, -1.366905, 1.839667], [-1.374571, -3.663905, 1.450667], [-0.234571, 1.652095, 1.415667], [0.458429, 2.302095, 1.592667], [-0.956571, 1.844095, 2.053667], [0.734429, 1.617095, -1.458333], [1.301429, 2.373095, -1.363333], [0.505429, 1.594095, -2.388333], [0.090429, -1.100905, -1.799333], [-0.619571, -0.884905, -2.408333], [0.464429, -1.819905, -2.296333], [-1.884571, 0.839095, -0.808333], [-1.900571, 1.781095, -0.945333], [-2.807571, 0.580095, -0.692333], [2.261429, 0.218095, 0.391667], [2.776429, -0.486905, 0.784667], [2.729429, 1.038095, 0.339667]], "forces_ev_per_a": [[-0.094, -1.019, 1.824], [1.579, 1.776, 0.381], [-1.504, -0.073, -1.204], [2.195, 0.430, 1.128], [-0.960, -2.012, -0.466], [-1.324, 0.091, -0.666], [-0.404, 0.993, 0.652], [-0.158, -0.152, 0.208], [0.626, -0.417, -0.545], [-0.308, 0.077, -0.181], [0.436, 0.615, 0.114], [-0.049, -0.129, -0.323], [-0.402, -0.021, -1.033], [-0.698, 0.481, 0.205], [1.014, -0.861, 0.245], [-0.303, -0.258, -0.368], [-0.001, 0.660, -0.096], [0.145, -0.297, 0.191], [-0.898, -0.133, -0.604], [0.158, -0.053, 0.454], [0.949, 0.301, 0.086]], "mulliken_spin": [4.819, -0.014, 0.044, -0.001, 0.034, 0.000, 0.021, 0.002, 0.004, 0.016, 0.002, 0.001, 0.022, 0.000, 0.007, 0.017, -0.001, 0.001, 0.022, 0.002, 0.001]}

---

Entry 3:
{"formula": "CH11N3O3", "method": "ωB97M-V/def2-TZVPD", "gap_ha": 0.164, "spin_multiplicity": 1, "e_homo_ev": -9.55, "de_lowest_kcal_mol": 181.30, "charge": 0, "symbols": ["N", "C", "N", "N", "H", "H", "H", "H", "H", "H", "H", "O", "H", "H", "O", "H", "H", "O"], "xyz": [[-1.299871, -0.173942, 1.860297], [-1.428170, 0.025479, 0.429485], [-0.968440, -1.038669, -0.330719], [-0.792480, 1.307695, 0.120983], [-1.473204, 0.701051, 2.329256], [-0.311989, -0.405293, 1.995917], [-1.469690, -1.893923, -0.059008], [-2.499083, 0.247955, 0.181797], [0.237786, 1.301810, 0.050746], [0.444048, -1.214960, 0.209773], [1.826549, -0.587392, 0.494872], [1.224512, -1.278302, 0.819971], [2.714339, 1.294568, -0.488813], [-1.059025, 1.589273, -0.823014], [1.810827, 1.049971, -0.262142], [0.137972, -0.614613, -1.837296], [1.210189, 0.542373, -1.687947], [0.641384, 0.022116, -2.334826]], "forces_ev_per_a": [[0.302, -0.707, -0.930], [2.409, 2.837, 1.705], [-1.328, -0.523, 0.029], [-1.987, -0.679, -1.428], [-0.464, 0.245, 0.038], [-0.117, -0.323, 0.214], [-0.170, 0.051, 0.003], [-0.081, -0.548, -0.188], [1.090, 0.103, 0.973], [0.441, -0.444, -0.525], [0.011, 0.827, -0.244], [-0.079, -0.726, 0.891], [-0.083, 0.550, 0.223], [-0.270, 0.082, 0.114], [0.265, -0.697, -0.338], [0.034, -0.104, 0.192], [-0.472, -0.516, 0.060], [0.497, 0.571, -0.786]], "lowdin_charge": [0.116, -0.547, 0.212, 0.119, 0.090, 0.074, 0.121, 0.209, 0.022, -0.034, 0.020, -0.031, 0.006, 0.094, -0.306, -0.047, -0.015, -0.105]}

---

Entry 4:
{"formula": "CH11N3O3", "method": "ωB97M-V/def2-TZVPD", "gap_ha": 0.371, "smiles": "N=C(N)N.O.O.O", "spin_multiplicity": 1, "e_homo_ev": -9.49, "de_lowest_kcal_mol": 40.31, "charge": 0, "symbols": ["N", "C", "N", "N", "H", "H", "H", "H", "H", "O", "H", "H", "O", "H", "H", "O", "H", "H"], "xyz": [[-0.722841, -0.719148, 0.562331], [-0.950192, 0.083626, 1.535670], [-1.254665, -0.177961, 2.898869], [-0.900732, 1.479253, 1.212328], [-1.277992, -1.535181, 0.809260], [-1.927146, 0.601634, 3.277068], [-0.880113, -1.151805, 3.100781], [-0.594161, 2.036866, 2.017626], [-0.260381, 1.763778, 0.568119], [-0.905288, 0.463682, -3.763528], [-1.194226, 1.042070, -4.489359], [-0.901278, -0.425237, -4.161019], [3.149156, -1.842684, 0.457422], [3.091262, -2.270977, -0.397280], [2.588809, -1.047874, 0.399762], [1.024869, 0.814927, -1.634268], [0.609338, 0.149828, -1.064714], [0.444829, 0.772740, -2.465969]], "forces_ev_per_a": [[-0.913, -0.404, 0.902], [0.508, 2.467, -0.419], [-0.193, 0.893, -2.396], [-1.289, -0.757, 4.367], [0.729, -0.846, -0.230], [1.843, -3.062, -0.058], [-1.717, 2.030, 0.813], [-0.549, -0.371, 0.057], [1.786, 0.088, -3.219], [-0.234, -0.284, -0.799], [0.171, -0.175, 0.418], [0.034, 0.447, 0.310], [-0.225, 0.487, 0.328], [-0.105, 0.066, -0.197], [0.292, -0.530, -0.145], [-1.071, -0.233, -1.439], [-0.163, 0.026, 0.082], [1.096, 0.160, 1.626]], "lowdin_charge": [0.085, -0.594, 0.065, 0.105, 0.040, 0.147, 0.125, 0.085, 0.023, -0.057, 0.061, 0.064, -0.070, 0.026, 0.027, -0.124, -0.030, 0.022]}

---

Entry 5:
{"formula": "CH11N3O3", "method": "ωB97M-V/def2-TZVPD", "gap_ha": [0.437, 0.260], "spin_multiplicity": 2, "e_homo_ev": [-15.41, -15.37], "de_lowest_kcal_mol": 3.93, "charge": 1, "symbols": ["N", "C", "N", "N", "H", "H", "H", "H", "H", "H", "H", "O", "H", "H", "O", "H", "H", "O"], "xyz": [[0.258891, 1.602214, 0.897233], [-0.681147, 0.793390, 0.442950], [-1.793382, 1.278788, -0.073376], [-0.514444, -0.557748, 0.423107], [-0.027535, 2.479572, 1.296316], [1.185006, 1.204994, 1.046670], [-2.386407, 0.598694, -0.568750], [-1.731293, 2.149508, -0.595345], [0.082810, -0.961157, 1.152542], [3.699597, 0.077352, 1.588121], [2.564878, -0.587137, 0.716751], [2.770117, -0.204913, 1.580936], [-2.217574, -1.405190, -2.388277], [-1.814352, -1.405861, -0.906366], [-2.542900, -1.192137, -1.507146], [1.734291, -1.951885, -1.770391], [1.134293, -1.244648, -0.631008], [1.768928, -1.079990, -1.337747]], "forces_ev_per_a": [[0.017, -0.677, 0.231], [0.250, 1.095, -0.011], [-0.266, -0.460, -1.178], [-0.234, -1.312, -0.058], [0.392, 0.471, -0.280], [0.118, 0.257, 0.629], [-0.027, -0.108, 0.278], [-0.109, 0.211, 0.688], [0.049, 0.566, 0.237], [-0.404, -0.256, -0.241], [0.914, -0.052, -0.115], [-0.591, 0.376, -0.030], [-0.125, -0.003, -0.066], [-0.140, -0.244, -0.239], [0.155, 0.271, 0.234], [0.429, 0.414, -0.212], [-0.142, 0.089, -0.128], [-0.286, -0.639, 0.262]], "mulliken_spin": [0.079, -0.008, 0.092, 0.850, 0.002, 0.001, 0.002, 0.004, -0.030, 0.000, 0.000, 0.001, 0.000, -0.004, 0.000, -0.002, -0.009, 0.020]}

---

Entry 6:
{"formula": "CH11NO4", "method": "ωB97M-V/def2-TZVPD", "gap_ha": 0.370, "smiles": "NCO.O.O.O", "spin_multiplicity": 1, "e_homo_ev": -9.47, "de_lowest_kcal_mol": 7.07, "charge": 0, "symbols": ["N", "C", "O", "H", "H", "H", "H", "H", "O", "H", "H", "O", "H", "H", "O", "H", "H"], "xyz": [[0.841194, -2.563375, 0.111567], [0.038975, -1.547110, -0.484040], [-0.774056, -0.761674, 0.417926], [1.514156, -2.197559, 0.774048], [0.299067, -3.258685, 0.612552], [0.714614, -0.868531, -1.002731], [-0.698762, -1.989830, -1.138214], [-0.177339, -0.177509, 0.932296], [1.037246, 0.926532, 1.886219], [0.762617, 0.780346, 2.800720], [0.938783, 1.881565, 1.783619], [-1.864236, 1.828465, -0.259469], [-2.511338, 1.834095, -0.970798], [-1.709804, 0.887134, -0.038087], [0.782667, 1.348120, -1.732338], [0.915687, 1.416950, -2.685917], [0.046585, 1.962830, -1.547496]], "forces_ev_per_a": [[-0.028, -0.493, 0.452], [0.024, 0.610, 0.444], [0.272, 0.174, 0.357], [0.061, 0.178, -0.184], [-0.122, 0.081, -0.133], [-0.234, -0.038, -0.235], [0.091, -0.172, -0.373], [-0.121, -0.304, -0.295], [-0.151, 0.158, 0.383], [0.089, -0.116, -0.067], [0.035, -0.085, -0.276], [0.126, -0.058, 0.014], [-0.042, -0.103, 0.098], [0.029, 0.139, -0.253], [-0.325, 0.551, -0.248], [0.059, -0.033, 0.166], [0.237, -0.488, 0.151]], "lowdin_charge": [0.020, -0.334, -0.116, 0.067, 0.069, 0.092, 0.113, 0.032, -0.040, 0.061, 0.063, -0.075, 0.039, 0.012, -0.069, 0.041, 0.025]}

---

Number 1: E -5168.9343 Eh. Number 2: E -1797.5045 Eh. Number 3: E -434.4318 Eh. Number 4: E -434.6565 Eh. Number 5: E -434.3865 Eh. Number 6: E -400.4103 Eh.